{"formula": "C26H68F6FeN12O14", "method": "ωB97M-V/def2-TZVPD", "elements": ["Fe", "C", "O", "O", "C", "F", "F", "F", "C", "C", "H", "H", "H", "H", "H", "H", "C", "O", "O", "C", "F", "F", "F", "C", "C", "H", "H", "H", "H", "H", "H", "C", "O", "N", "N", "H", "H", "H", "H", "C", "O", "N", "N", "H", "H", "H", "H", "C", "O", "N", "N", "H", "H", "H", "H", "C", "O", "N", "N", "H", "H", "H", "H", "C", "O", "N", "N", "H", "H", "H", "H", "C", "O", "N", "N", "H", "H", "H", "H", "C", "C", "C", "O", "H", "H", "H", "H", "H", "H", "H", "H", "C", "C", "C", "O", "H", "H", "H", "H", "H", "H", "H", "H", "C", "C", "C", "O", "H", "H", "H", "H", "H", "H", "H", "H", "C", "C", "C", "O", "H", "H", "H", "H", "H", "H", "H", "H"], "xyz": [[2.782, 2.133, -2.005], [3.854, -0.148, -4.075], [2.448, -0.470, -3.867], [3.969, 1.028, -3.303], [4.865, -1.356, -4.022], [5.755, -1.440, -5.013], [5.497, -1.489, -2.821], [4.207, -2.474, -4.133], [1.675, -1.160, -4.863], [0.240, -1.133, -4.388], [-0.043, -0.122, -4.097], [-0.322, -1.529, -5.234], [-0.008, -1.837, -3.594], [2.055, -2.178, -4.948], [1.701, -0.667, -5.834], [3.884, 0.085, -5.140], [1.050, -0.044, -0.265], [0.251, 1.005, 0.319], [2.187, 0.580, -0.838], [1.199, -1.398, 0.621], [0.341, -2.325, 0.396], [2.415, -1.953, 0.549], [1.118, -1.029, 1.895], [-1.104, 0.844, 0.638], [-1.715, 2.130, 1.073], [-1.731, 2.933, 0.336], [-2.758, 1.947, 1.330], [-1.204, 2.497, 1.963], [-1.149, 0.063, 1.397], [-1.728, 0.479, -0.178], [0.462, -0.522, -1.049], [1.732, 3.995, 0.437], [2.163, 3.506, -0.623], [1.301, 5.193, 0.638], [1.546, 3.291, 1.450], [0.946, 5.661, 1.460], [1.127, 5.885, -0.076], [1.412, 3.817, 2.302], [1.544, 2.281, 1.489], [-4.949, 1.731, -0.834], [-4.398, 2.128, -1.891], [-5.720, 2.486, -0.106], [-4.800, 0.579, -0.234], [-5.990, 2.185, 0.820], [-5.981, 3.413, -0.409], [-5.170, 0.298, 0.663], [-4.056, 0.016, -0.621], [-0.168, 2.361, -3.165], [1.014, 2.220, -2.875], [-0.718, 2.393, -4.324], [-1.063, 2.421, -2.223], [-0.166, 2.330, -5.168], [-1.683, 2.689, -4.352], [-2.021, 2.309, -2.522], [-0.846, 2.422, -1.237], [4.006, 0.764, 3.236], [5.020, 1.027, 3.781], [3.857, 0.050, 2.210], [2.887, 1.250, 3.613], [4.689, -0.372, 1.822], [3.034, 0.091, 1.625], [2.002, 0.816, 3.393], [2.924, 1.865, 4.413], [-3.272, -1.075, -2.964], [-2.944, -1.146, -1.763], [-2.946, -2.005, -3.819], [-4.090, -0.272, -3.518], [-2.399, -2.806, -3.536], [-3.294, -1.769, -4.737], [-4.230, 0.566, -2.972], [-4.315, -0.486, -4.479], [5.722, 2.279, -0.407], [4.511, 2.284, -0.888], [6.483, 3.236, 0.089], [6.214, 1.128, -0.054], [6.104, 4.172, 0.086], [7.436, 3.037, 0.356], [5.646, 0.295, 0.010], [7.113, 1.097, 0.405], [-3.743, 4.872, 2.550], [-2.951, 6.022, 1.840], [-3.786, 6.881, 0.788], [-2.431, 6.740, 2.887], [-4.100, 4.253, 1.727], [-4.603, 5.134, 3.166], [-3.137, 4.250, 3.209], [-2.060, 5.591, 1.384], [-4.349, 6.256, 0.094], [-3.240, 7.568, 0.141], [-4.612, 7.481, 1.168], [-1.786, 7.358, 2.537], [2.192, -5.587, -3.394], [2.007, -5.288, -2.003], [0.576, -4.918, -1.754], [2.606, -6.282, -1.114], [3.271, -5.542, -3.541], [1.685, -4.784, -3.930], [1.641, -6.475, -3.706], [2.573, -4.391, -1.750], [0.345, -4.810, -0.694], [-0.215, -5.528, -2.190], [0.359, -3.953, -2.211], [2.833, -7.003, -1.706], [-0.110, -6.879, 2.878], [0.470, -5.434, 2.541], [-0.093, -4.456, 3.605], [1.875, -5.216, 2.483], [-1.186, -6.968, 2.725], [0.222, -7.289, 3.832], [0.185, -7.579, 2.096], [0.084, -5.157, 1.560], [0.492, -4.451, 4.524], [-1.154, -4.616, 3.796], [0.205, -3.507, 3.159], [2.100, -5.160, 1.551], [-2.724, -0.331, 5.770], [-3.178, -0.678, 4.329], [-3.068, -2.162, 4.121], [-4.521, -0.397, 4.262], [-1.709, -0.665, 5.986], [-3.333, -0.842, 6.516], [-2.592, 0.741, 5.916], [-2.602, -0.206, 3.533], [-3.916, -2.577, 4.666], [-2.080, -2.446, 4.484], [-2.991, -2.542, 3.102], [-4.855, -1.112, 3.715]], "atomic_forces_ev_per_a": [[0.6, -4.1, 1.1], [-2.6, 2.5, -0.5], [0.7, -1.0, 0.1], [0.4, -0.5, 0.3], [0.2, 0.0, 2.3], [0.4, 1.4, 0.1], [0.3, 0.9, -0.5], [-1.9, -1.8, -0.3], [0.6, 0.0, 1.1], [0.0, -0.7, -0.4], [-0.2, -0.2, -0.2], [-0.5, 0.5, -0.1], [0.4, 0.2, 0.4], [-0.2, -0.1, -0.3], [0.4, 0.2, -0.2], [0.4, 0.5, -0.4], [-0.3, 0.4, -2.9], [1.6, 0.0, 0.0], [-0.7, -0.9, 1.5], [3.0, 2.9, 0.7], [-1.7, -0.8, -0.8], [0.5, -0.2, -1.0], [-0.9, 0.4, 1.8], [-0.6, -1.5, -0.2], [0.0, 0.5, 1.0], [0.2, -0.1, -0.1], [0.0, 0.0, 0.1], [-0.1, 0.2, 0.1], [-0.5, 0.1, 0.4], [0.4, -0.4, -0.6], [-0.4, 0.4, -0.8], [0.4, -1.2, -3.4], [0.0, 1.1, -1.6], [-1.3, 6.7, -1.5], [-0.2, -3.6, 6.0], [0.2, -1.3, 0.6], [0.8, -0.6, -0.7], [-0.2, -0.8, 0.2], [0.4, 0.2, -0.4], [0.9, 1.2, -0.9], [-0.2, -0.9, 0.5], [-2.3, 3.2, 1.3], [1.9, -3.3, -0.2], [-0.1, 0.3, -0.3], [0.1, -0.3, 0.1], [-0.1, 0.4, -0.4], [0.1, -0.8, -0.1], [0.3, -0.4, 2.7], [2.7, 0.3, -0.9], [-0.4, 0.3, -4.3], [-2.2, 0.3, 2.2], [-0.2, 0.1, 0.1], [0.3, -0.1, -0.6], [-0.3, 0.1, 0.9], [0.3, -0.2, -0.4], [1.1, 0.9, 1.1], [4.2, 0.7, 1.8], [0.7, -4.4, -6.1], [-5.9, 3.3, 2.9], [-0.4, -0.1, 0.1], [0.5, -0.1, 0.1], [0.2, 0.0, 0.2], [-0.2, -0.3, 0.0], [1.4, -3.0, 3.6], [0.2, 1.1, -0.1], [1.4, -2.3, -1.9], [-2.3, 3.7, -0.7], [-0.2, 0.2, -0.5], [1.0, -1.5, -0.2], [-0.9, 0.9, -0.6], [-0.6, 1.2, 0.5], [-4.0, -1.5, 0.2], [2.9, 1.7, 0.6], [-0.4, 3.1, -0.9], [1.2, -3.4, 0.1], [0.6, 0.0, -0.1], [-0.4, 0.4, 0.1], [0.1, 0.3, -0.7], [-0.4, -0.3, 0.0], [0.0, 0.0, -1.4], [-1.5, -0.7, -0.2], [-0.3, -0.8, 0.3], [0.7, 1.8, 1.4], [-0.2, -0.4, 0.1], [0.0, 0.7, -0.3], [0.5, 0.2, -0.2], [-0.3, -0.5, -1.0], [0.4, -0.6, -0.1], [0.6, -0.1, 0.3], [0.3, 0.0, 0.9], [0.0, 0.3, 0.2], [0.4, 0.2, -1.7], [0.1, 0.7, 2.7], [-1.3, 0.2, 0.9], [-1.0, 0.4, -0.8], [-0.1, -0.6, -1.0], [0.4, 0.2, -0.4], [0.5, -0.4, 0.0], [0.1, 0.2, -0.1], [0.0, 0.0, 0.1], [0.3, -0.8, 0.0], [0.4, 0.3, 0.1], [0.1, -0.4, 0.3], [1.4, 0.2, -1.5], [-1.6, -0.7, 1.4], [1.2, 0.1, -1.1], [-0.3, -0.6, 0.2], [-0.2, 0.8, 0.6], [-0.2, 0.3, 0.1], [0.7, -0.2, 0.0], [-0.4, 0.0, 0.0], [-0.1, -0.6, 0.1], [0.1, 0.3, -0.1], [-0.9, 0.6, 0.2], [0.3, -0.2, -0.1], [1.2, 0.2, -0.7], [1.4, -0.9, 1.2], [1.5, -0.5, 0.2], [-1.9, 1.0, -0.9], [0.2, -0.4, -0.4], [-0.4, 0.4, -0.2], [-0.9, 0.1, 0.2], [0.2, 0.7, 0.1], [0.4, -0.7, 0.1], [-0.2, -0.5, 0.6], [-0.7, 0.4, -0.4], [-0.7, 0.3, 0.0]], "lowdin_charge": [1.209, -0.290, -0.124, -0.211, -0.559, 0.160, 0.121, 0.159, -0.240, -0.069, 0.057, 0.076, 0.057, 0.107, 0.120, 0.146, -0.278, -0.126, -0.200, -0.607, 0.215, 0.149, 0.128, -0.277, -0.069, 0.070, 0.075, 0.079, 0.118, 0.100, 0.144, -0.699, -0.041, 0.198, 0.228, 0.127, 0.131, 0.139, 0.106, -0.715, -0.031, 0.174, 0.190, 0.119, 0.123, 0.125, 0.063, -0.685, -0.024, 0.219, 0.244, 0.146, 0.138, 0.102, 0.085, -0.876, 0.081, 0.206, 0.169, 0.121, 0.079, 0.106, 0.128, -0.755, -0.012, 0.169, 0.194, 0.126, 0.110, 0.068, 0.124, -0.561, -0.099, 0.196, 0.199, 0.131, 0.131, 0.122, 0.130, -0.044, -0.474, -0.032, -0.048, 0.045, 0.083, 0.072, 0.107, 0.058, 0.065, 0.076, 0.091, -0.075, -0.516, -0.056, -0.034, 0.102, 0.082, 0.102, 0.135, 0.057, 0.086, 0.063, 0.074, -0.047, -0.453, -0.062, -0.036, 0.069, 0.076, 0.061, 0.105, 0.084, 0.070, 0.055, 0.072, -0.039, -0.529, -0.070, -0.043, 0.071, 0.090, 0.073, 0.118, 0.100, 0.068, 0.084, 0.078], "charge": 1, "orbital_gap_ev": [8.934, 7.258], "multiplicity": 6, "e_tot_ha": -4604.597893, "e_homo_ev": [-11.194, -11.194], "fmax_ev_per_a": 7.6, "lumo_ev": [-2.260, -3.935]}

{"formula": "C4H6O4Si", "method": "ωB97M-V/def2-TZVPD", "elements": ["C", "C", "C", "C", "O", "O", "O", "O", "Si", "H", "H", "H", "H", "H", "H"], "xyz": [[-0.367, 2.203, 0.032], [-2.148, -1.210, -0.009], [0.972, -0.332, -1.484], [0.799, -0.450, 1.395], [0.126, 2.811, -0.953], [-3.226, -0.933, -0.508], [-0.720, 2.731, 1.090], [-1.794, -2.259, 0.575], [-0.231, 0.308, -0.032], [1.971, -0.374, -1.054], [0.710, -1.339, -1.889], [0.878, 0.507, -2.142], [0.097, -0.881, 2.154], [1.548, -1.145, 0.927], [1.385, 0.363, 1.898]], "atomic_forces_ev_per_a": [[1.3, 0.5, -0.6], [1.7, 0.0, 0.7], [-1.1, -0.1, 1.0], [0.2, 0.8, 0.8], [-0.1, 0.0, -0.8], [-0.5, 0.8, -0.6], [-0.8, 0.2, 1.3], [0.4, 0.5, -0.1], [-1.1, -3.4, -0.5], [0.2, 0.1, -0.1], [0.0, 1.0, 0.1], [0.2, 0.2, -1.1], [0.9, -0.1, -0.7], [-1.0, 0.2, 0.8], [-0.4, -0.5, -0.3]], "lowdin_charge": [-0.879, -0.737, -0.244, -0.268, -0.170, -0.132, -0.140, -0.173, 0.764, -0.021, 0.012, -0.034, 0.010, 0.003, 0.008], "charge": -2, "orbital_gap_ev": 6.232, "relative_energy_kj_mol": 0.00, "e_tot_ha": -746.465528, "e_homo_ev": 0.632, "fmax_ev_per_a": 3.6, "lumo_ev": 6.864}

{"formula": "C29H43O30P", "method": "ωB97M-V/def2-TZVPD", "elements": ["C", "C", "C", "O", "C", "O", "C", "O", "P", "O", "O", "O", "H", "H", "H", "H", "H", "H", "H", "H", "H", "H", "H", "C", "C", "O", "C", "O", "O", "H", "H", "H", "H", "C", "C", "O", "C", "O", "O", "H", "H", "H", "H", "C", "C", "O", "C", "O", "O", "H", "H", "H", "H", "C", "C", "O", "C", "O", "O", "H", "H", "H", "H", "C", "C", "O", "C", "O", "O", "H", "H", "H", "H", "C", "C", "O", "C", "O", "O", "H", "H", "H", "H", "C", "C", "O", "C", "O", "O", "H", "H", "H", "H", "C", "C", "O", "C", "O", "O", "H", "H", "H", "H"], "xyz": [[-2.240, -4.186, 4.630], [-2.122, -4.072, 3.106], [-1.828, -2.641, 2.680], [-0.409, -2.470, 2.778], [0.152, -1.499, 1.980], [1.418, -1.148, 2.551], [2.290, -2.224, 2.550], [2.661, -2.746, 3.555], [-0.716, 0.128, 1.958], [-1.070, 0.540, 3.318], [-1.941, 0.110, 0.956], [0.331, 1.096, 1.225], [-2.043, -5.204, 4.957], [-1.477, -3.557, 5.083], [-3.232, -3.901, 4.970], [-1.248, -4.653, 2.821], [-2.997, -4.465, 2.602], [-2.311, -1.965, 3.386], [-2.195, -2.478, 1.666], [0.341, -1.865, 0.963], [2.642, -2.492, 1.549], [-1.665, 0.328, 0.055], [1.188, 0.989, 1.663], [-5.493, -3.498, -1.535], [-5.741, -3.809, -0.075], [-4.423, -4.126, 0.393], [-3.528, -3.532, -0.424], [-2.359, -3.470, -0.201], [-4.135, -3.021, -1.514], [-6.159, -2.740, -1.934], [-5.543, -4.380, -2.172], [-6.114, -2.948, 0.483], [-6.412, -4.649, 0.079], [1.920, -0.024, -1.861], [3.086, -0.727, -2.513], [3.191, -1.926, -1.731], [1.995, -2.170, -1.164], [1.715, -3.162, -0.570], [1.151, -1.120, -1.331], [1.324, 0.562, -2.557], [2.230, 0.610, -1.032], [2.892, -1.002, -3.553], [4.001, -0.152, -2.460], [0.128, -3.215, -4.456], [-0.934, -2.598, -3.572], [-1.281, -1.411, -4.309], [-0.963, -1.614, -5.609], [-1.265, -0.889, -6.504], [-0.248, -2.749, -5.758], [0.135, -4.301, -4.424], [1.132, -2.847, -4.232], [-1.814, -3.233, -3.476], [-0.568, -2.344, -2.583], [-5.741, -0.454, -5.888], [-4.606, -1.202, -6.552], [-4.535, -2.401, -5.769], [-5.736, -2.599, -5.190], [-6.049, -3.585, -4.601], [-6.536, -1.521, -5.354], [-6.322, 0.152, -6.577], [-5.400, 0.173, -5.062], [-4.829, -1.469, -7.586], [-3.660, -0.669, -6.517], [5.464, 1.652, 2.343], [3.985, 1.341, 2.396], [3.596, 1.523, 1.024], [4.681, 1.370, 0.250], [4.620, 1.322, -0.946], [5.801, 1.296, 0.981], [6.054, 1.078, 3.050], [5.671, 2.714, 2.477], [3.782, 0.307, 2.686], [3.420, 2.027, 3.016], [0.008, 5.235, 1.529], [0.895, 4.731, 0.408], [2.143, 4.529, 1.086], [1.890, 4.350, 2.396], [2.708, 3.989, 3.187], [0.604, 4.623, 2.684], [-1.029, 4.929, 1.431], [0.055, 6.318, 1.646], [0.557, 3.775, 0.006], [1.015, 5.441, -0.407], [0.127, 2.931, 6.000], [0.449, 1.458, 5.872], [1.548, 1.312, 6.785], [1.480, 2.306, 7.698], [2.145, 2.372, 8.681], [0.547, 3.221, 7.340], [-0.930, 3.149, 5.875], [0.704, 3.547, 5.310], [-0.372, 0.821, 6.201], [0.737, 1.164, 4.870], [4.637, 4.481, -3.387], [4.310, 4.295, -1.920], [3.342, 5.330, -1.691], [2.762, 5.636, -2.873], [1.801, 6.324, -2.994], [3.419, 5.039, -3.897], [4.873, 3.550, -3.895], [5.447, 5.193, -3.550], [3.849, 3.332, -1.712], [5.170, 4.425, -1.268]], "atomic_forces_ev_per_a": [[0.1, -0.1, -0.4], [0.5, 0.1, 0.6], [-0.5, -0.5, 0.1], [0.1, 0.2, 0.0], [0.1, 0.1, -0.5], [0.0, -0.1, 0.2], [0.4, -0.3, 0.8], [-0.1, 0.5, -0.6], [0.0, 0.3, 1.4], [-0.2, 0.0, -0.2], [0.3, 0.1, -0.4], [0.0, -0.2, -0.3], [-0.1, -0.1, 0.1], [-0.1, 0.1, 0.2], [0.0, 0.2, 0.2], [-0.1, -0.2, -0.4], [-0.1, 0.0, -0.1], [0.0, 0.3, -0.1], [0.3, 0.2, 0.2], [-0.3, -0.1, -0.1], [-0.2, -0.1, -0.2], [-0.2, -0.1, -0.1], [0.2, 0.1, -0.1], [-0.2, -0.1, 0.0], [-0.1, 0.0, 0.0], [0.0, 0.0, 0.0], [0.0, -0.1, 0.0], [0.0, 0.0, -0.3], [-0.1, 0.0, 0.0], [0.1, 0.1, -0.1], [0.0, 0.0, 0.0], [0.1, 0.0, 0.0], [0.1, -0.1, 0.1], [0.0, 0.3, 0.0], [0.0, 0.1, -0.3], [-0.1, 0.0, 0.0], [0.1, 0.1, 0.0], [-0.1, -0.1, 0.0], [0.1, -0.1, -0.1], [-0.2, -0.2, 0.0], [0.0, 0.0, 0.0], [-0.1, -0.1, 0.0], [0.1, -0.1, 0.1], [0.1, -0.1, 0.1], [0.0, -0.2, 0.2], [0.1, -0.1, -0.1], [0.0, 0.0, 0.0], [-0.1, 0.1, 0.0], [0.0, 0.0, 0.0], [-0.1, 0.0, -0.2], [0.0, 0.0, 0.0], [-0.1, 0.1, -0.1], [-0.1, 0.2, 0.0], [0.1, 0.1, 0.0], [0.1, 0.3, -0.2], [0.0, 0.0, 0.0], [0.1, 0.0, 0.0], [0.0, -0.1, 0.1], [0.0, 0.0, 0.0], [-0.2, -0.1, 0.0], [0.0, 0.0, 0.0], [0.0, 0.0, 0.0], [0.1, -0.2, 0.1], [0.0, 0.1, 0.1], [0.0, -0.2, 0.4], [-0.2, -0.1, 0.0], [0.0, 0.0, 0.0], [0.3, 0.0, 0.1], [-0.1, 0.0, 0.0], [0.1, -0.1, -0.2], [-0.1, 0.0, 0.0], [0.0, 0.0, -0.1], [0.0, 0.0, 0.0], [-0.1, 0.0, -0.1], [-0.2, 0.1, -0.2], [0.0, 0.0, 0.0], [0.0, 0.1, -0.2], [-0.1, 0.0, 0.2], [0.0, 0.0, 0.0], [0.0, -0.1, 0.2], [0.1, 0.0, 0.0], [0.0, -0.1, 0.1], [0.2, 0.0, 0.1], [-0.1, 0.0, -0.2], [0.0, 0.0, 0.0], [0.0, 0.1, 0.0], [0.0, 0.0, 0.0], [0.0, 0.0, 0.1], [0.0, 0.0, 0.0], [0.0, 0.0, 0.2], [0.1, 0.0, 0.0], [0.0, 0.0, 0.0], [0.1, -0.1, 0.0], [0.1, 0.0, 0.0], [0.1, -0.1, 0.1], [0.0, 0.0, -0.1], [0.1, -0.1, -0.1], [-0.1, 0.0, 0.1], [0.0, 0.0, 0.1], [-0.2, 0.0, -0.1], [0.0, 0.0, 0.0], [0.0, 0.0, 0.0], [-0.1, 0.1, 0.1]], "lowdin_charge": [-0.096, -0.207, -0.206, -0.064, -0.374, -0.051, -0.290, 0.146, 0.497, -0.227, -0.080, -0.110, 0.068, 0.076, 0.070, 0.117, 0.095, 0.125, 0.087, 0.127, 0.139, 0.095, 0.059, -0.111, -0.100, 0.059, -0.568, 0.147, 0.061, 0.131, 0.128, 0.134, 0.135, -0.095, -0.103, 0.080, -0.590, 0.155, 0.023, 0.139, 0.106, 0.130, 0.110, -0.098, -0.097, 0.060, -0.574, 0.147, 0.071, 0.138, 0.123, 0.134, 0.113, -0.107, -0.105, 0.065, -0.572, 0.149, 0.061, 0.132, 0.133, 0.137, 0.113, -0.069, -0.096, 0.048, -0.563, 0.114, 0.087, 0.139, 0.139, 0.127, 0.106, -0.091, -0.102, 0.060, -0.570, 0.139, 0.064, 0.136, 0.137, 0.127, 0.121, -0.108, -0.118, 0.060, -0.579, 0.157, 0.058, 0.133, 0.116, 0.134, 0.102, -0.103, -0.106, 0.047, -0.576, 0.160, 0.064, 0.133, 0.134, 0.108, 0.140], "charge": 0, "orbital_gap_ev": 9.867, "e_tot_ha": -3729.593163, "smiles": "CCCO[C@H](OC=O)P(=O)(O)O.O=C1OCCO1.O=C1OCCO1.O=C1OCCO1.O=C1OCCO1.O=C1OCCO1.O=C1OCCO1.O=C1OCCO1.O=C1OCCO1", "e_homo_ev": -10.006, "fmax_ev_per_a": 1.4, "lumo_ev": -0.139}